16
Properties=species:S:1:pos:R:3 method="wB97M-V/def2-TZVPD" homo_ev=-8.90 multiplicity=1 orbital_gap_ev=9.701 lumo_ev=0.803
O 0.442 -1.255 -0.793
N 1.057 1.360 0.465
N 1.945 0.255 0.225
C -0.829 -0.686 1.070
C -1.435 0.617 -0.729
C 1.541 -0.800 -0.463
C -0.030 1.073 -0.525
C -0.361 -0.268 -0.237
H -1.725 -1.511 1.018
H -1.774 0.816 -1.860
H 1.520 2.142 0.152
H 2.299 -1.593 -0.557
H 0.610 0.734 -1.310
H -0.093 -1.625 1.600
H -2.216 0.547 0.151
H -0.951 0.193 1.792

---

90
Properties=species:S:1:pos:R:3 method="wB97M-V/def2-TZVPD" homo_ev=-13.11 total_charge=+1 multiplicity=1 orbital_gap_ev=9.309 lumo_ev=-3.802
F -3.775 9.018 3.583
F -4.684 -0.494 0.951
F -5.079 2.075 2.186
F 4.788 -7.037 -2.538
F -6.408 7.981 4.128
F -7.208 0.189 2.127
F -5.206 5.342 4.196
F -3.329 4.386 3.633
F -8.578 1.881 2.257
F -4.903 6.991 1.900
F 8.770 -9.332 -1.352
F -5.467 0.572 -2.286
F 6.739 -9.076 -2.053
F -3.373 -0.342 -0.788
F 3.655 -5.460 -1.549
F -4.914 1.890 -0.659
F -3.739 9.648 5.653
F 8.589 -8.231 -3.838
F 7.580 -6.484 -2.995
F 6.194 -5.360 -0.719
F -6.460 2.117 3.868
F -6.105 10.131 4.390
F 4.758 -5.978 0.799
F -4.955 4.839 1.582
O -6.794 0.630 -0.545
O 3.968 3.868 -3.770
O 0.729 -2.711 1.645
O 7.593 -7.717 -0.456
O -3.866 7.498 5.258
O 0.770 -4.725 0.539
O -1.494 -3.286 1.628
N 2.086 -2.484 -1.272
N 2.768 -0.245 -0.585
N 3.364 -1.158 -2.609
N 0.665 -2.252 -1.391
C 4.315 -6.643 -1.349
C 6.301 -7.580 0.114
C -3.189 6.559 4.440
C -4.673 -0.470 -0.389
C -7.436 1.618 0.258
C 5.420 -6.394 -0.322
C -4.264 8.740 4.808
C -0.989 -0.996 1.332
C 3.440 0.543 -4.389
C 2.759 -1.275 -1.480
C 8.415 -7.507 -2.714
C 3.308 3.070 -4.733
C -4.017 5.565 3.603
C -0.648 -2.433 1.537
C -7.362 1.488 1.791
C -5.784 8.912 4.874
C -6.351 2.359 2.540
C 2.645 1.832 -4.135
C -4.223 5.855 2.114
C 4.109 -0.014 -3.115
C 7.828 -8.411 -1.626
C -5.486 0.704 -0.941
C 2.462 -3.146 0.005
C 1.224 -3.626 0.741
H 3.299 -1.956 -3.227
H -6.126 8.829 5.908
H -6.551 3.416 2.367
H 0.399 -1.374 -0.947
H 3.359 4.035 -3.050
H -8.489 1.469 0.027
H -0.149 -0.396 1.010
H 3.595 -7.379 -0.983
H 2.444 1.987 -3.084
H -2.674 5.929 5.162
H 5.121 -0.317 -3.313
H 4.205 0.703 -5.126
H 2.166 0.526 -0.840
H 0.460 -2.143 -2.376
H 2.578 3.686 -5.243
H -5.069 -1.416 -0.763
H -1.391 -0.579 2.240
H 4.036 2.783 -5.470
H -7.200 2.628 -0.076
H -2.406 7.031 3.846
H 6.514 -7.379 1.163
H 2.614 -0.550 0.366
H 1.690 1.731 -4.628
H -1.766 -0.973 0.595
H -3.267 5.905 1.588
H 5.748 -8.519 0.100
H 9.375 -7.103 -2.388
H 3.002 -4.040 -0.232
H 2.749 -0.204 -4.752
H 4.149 0.777 -2.390
H 3.102 -2.535 0.632

---

14
Properties=species:S:1:pos:R:3 method="wB97M-V/def2-TZVPD" homo_ev=-2.06 total_charge=-1 smiles=CCCC[O-] multiplicity=1 orbital_gap_ev=6.233 lumo_ev=4.173
O -0.500 1.531 1.520
C 0.165 0.026 -0.979
C 0.806 -0.875 -2.046
C 0.240 -0.529 0.437
C -0.736 0.211 1.390
H 1.772 -0.490 -2.379
H -0.876 0.271 -1.189
H 0.980 -1.882 -1.654
H -0.064 -1.588 0.438
H -1.752 0.012 0.943
H 0.666 0.992 -0.973
H 0.206 -0.997 -2.949
H 1.249 -0.453 0.844
H -0.691 -0.382 2.346

---

58
Properties=species:S:1:pos:R:3 method="wB97M-V/def2-TZVPD" homo_ev=-8.67 multiplicity=1 orbital_gap_ev=9.328 lumo_ev=0.654
O -0.699 0.005 -2.760
O -0.071 0.041 1.349
N 0.767 1.934 1.883
N 0.156 2.187 3.003
C 5.446 -0.115 0.686
C -4.255 -0.906 1.241
C 4.363 0.623 -0.165
C 3.084 -0.187 -0.359
C -0.932 0.794 -1.687
C 0.050 2.087 -1.335
C -4.529 -3.247 0.171
C -4.058 -0.149 0.031
C 1.245 1.465 -0.384
C 0.594 1.072 0.807
C -3.079 1.987 -0.640
C -5.139 -2.214 0.935
C 3.567 -1.779 -0.525
C -2.428 1.365 -1.763
C -3.230 0.906 0.298
C 1.798 0.228 -0.823
C 4.610 -2.309 0.355
C 5.907 -1.146 0.168
H -5.183 0.298 -0.332
H 2.702 -2.322 -0.594
H 2.821 -0.524 1.079
H 4.391 -2.354 1.298
H -3.038 0.757 -2.467
H 1.172 -0.551 -0.994
H -3.284 -1.283 1.598
H 4.974 -3.381 -0.149
H 5.145 0.006 1.560
H -3.617 1.474 1.304
H -5.174 -4.021 0.150
H -0.619 0.469 -3.545
H -0.464 2.853 -0.990
H -3.559 -0.657 -0.740
H 6.275 0.786 0.908
H 0.627 1.716 3.899
H 1.087 2.938 1.665
H 0.588 2.037 -2.404
H -0.790 1.443 2.868
H 6.279 -1.027 -0.788
H 3.972 1.630 0.233
H -4.896 -0.348 1.974
H 2.210 0.397 -1.814
H 6.653 -1.750 0.824
H -5.490 -2.740 1.991
H -6.127 -1.948 0.520
H -2.354 2.803 -0.263
H 4.495 0.845 -1.095
H -3.833 2.415 -1.019
H 3.813 -1.698 -1.768
H -1.157 0.186 -0.929
H -3.743 -3.564 0.627
H 1.816 2.258 -0.068
H -4.348 -2.909 -0.961
H -2.272 0.815 0.726
H -2.237 2.311 -2.793

---

20
Properties=species:S:1:pos:R:3 method="wB97M-V/def2-TZVPD" homo_ev="-8.89 / -8.89" smiles="C[Si](C)(C)/C=[N+](/[O-])C=O" multiplicity=1 orbital_gap_ev="8.439 / 8.440" lumo_ev="-0.452 / -0.452"
Si -0.604 -0.001 -0.075
O 1.919 -1.530 -0.292
O 3.102 1.575 0.436
N 2.147 0.794 0.105
C -2.051 1.103 0.145
C -0.646 -0.966 1.544
C 2.628 -0.633 -0.063
C -0.638 -0.830 -1.751
C 0.916 1.226 -0.007
H 0.230 -0.635 2.161
H 3.793 -0.584 -0.047
H -1.478 -0.584 2.063
H -0.712 -2.154 1.508
H 0.256 -0.814 -2.453
H 0.715 2.267 0.200
H -1.564 2.097 0.145
H -1.605 -0.459 -2.319
H -2.835 1.091 -0.628
H -2.700 0.946 0.944
H -0.874 -1.908 -1.615

---

10
Properties=species:S:1:pos:R:3 method="wB97M-V/def2-TZVPD" homo_ev=-8.60 multiplicity=1 orbital_gap_ev=8.766 lumo_ev=0.167
Br 1.147 -1.486 -1.922
O 1.138 1.021 0.830
N 1.070 -0.399 0.867
C 0.171 -0.798 -0.077
C 0.073 1.407 0.098
C -0.618 0.371 -0.401
H -0.514 -2.253 0.107
H -0.065 2.467 -0.003
H -1.483 0.388 -1.030
H 1.994 -0.808 0.918

---

59
Properties=species:S:1:pos:R:3 method="wB97M-V/def2-TZVPD" homo_ev=-2.50 total_charge=-2 multiplicity=1 orbital_gap_ev=6.482 lumo_ev=3.986
Sn 0.171 -0.862 -0.032
Cl -0.187 -6.899 -2.028
S 3.422 0.595 4.084
S 1.224 -3.653 -2.219
S 0.177 -0.798 -3.509
S 1.295 -2.472 -3.917
S 4.427 2.782 5.804
S 2.835 -0.506 1.350
S 1.160 0.449 -2.207
P -3.355 -0.552 -0.543
P -1.795 1.790 0.356
O -3.326 0.457 2.060
O -1.898 3.164 1.161
O -1.862 2.322 -1.129
O -0.529 1.094 0.738
O -1.266 -1.183 2.092
O -0.902 -3.273 1.687
O -1.974 -0.442 -1.171
O -4.585 -0.502 -1.365
O -2.210 -2.701 3.296
O -3.303 -1.894 0.344
N 4.101 2.760 3.047
N 3.718 1.968 1.967
N -1.442 -2.417 2.386
C 5.289 6.293 3.189
C -2.749 -4.618 -4.938
C -2.604 -5.991 -5.062
C -4.532 1.770 0.499
C -3.329 0.857 0.699
C 5.384 6.596 1.841
C 4.627 4.367 1.317
C -0.565 -3.823 -1.958
C 4.870 5.041 3.617
C 4.539 4.065 2.679
C 5.047 5.621 0.912
C -1.153 -5.990 -3.158
C 4.032 2.202 4.277
C -1.270 -4.609 -3.015
C 3.337 0.787 2.345
C -2.089 -3.942 -3.925
C -1.804 -6.683 -4.165
H -0.684 -4.226 -0.950
H -0.976 -2.810 -1.938
H -3.376 -4.069 -5.629
H -3.113 -6.531 -5.851
H -1.683 -7.756 -4.233
H -5.432 1.181 0.673
H 5.710 7.577 1.517
H -1.379 3.106 1.970
H -2.616 -0.211 2.199
H 4.800 4.819 4.668
H 5.106 5.833 -0.148
H 5.541 7.038 3.934
H 4.361 3.613 0.594
H -1.737 1.549 -1.714
H -4.492 2.592 1.214
H -4.579 2.158 -0.516
H -4.179 -2.167 0.624
H -2.197 -2.868 -3.821

---

For the records above, the corresponding energy relative to the best compared isomer or geometry (same formula, charge and spin) values read 754.0 0.0 0.0 1934.3 535.2 385.9 0.0 kJ/mol.